No. 1
Entry from OMol25: an isolated ion of composition C4H12N2 and charge +2 (ωB97M-V/def2-TZVPD).

Output
HOMO energy (hartree): -0.75875
Relative energy (zero: lowest compared OMol25 entry of this formula, charge and spin) (kJ/mol): 410.9
HOMO-LUMO gap (eV): 9.202

```
! RIJCOSX wB97M-V def2-TZVPD def2/J DEFGRID3
* xyz 2 1
C 1.69324 -0.28030 -0.21742
C 0.37356 0.29588 0.26140
C -0.96269 -0.37359 -0.38840
C -3.29496 -0.09133 -0.05368
N -1.99157 0.30911 0.31005
N 2.91931 0.33365 0.44102
H 1.79444 -1.34858 0.00087
H 1.81225 -0.15180 -1.29652
H 0.15110 0.23728 1.32549
H 0.25573 1.31921 -0.10051
H -0.91338 -0.10843 -1.45718
H -0.94421 -1.46927 -0.26670
H -3.55835 -0.85517 -0.78163
H -3.22684 1.01274 -0.37826
H -3.89892 -0.19875 0.85507
H 3.70810 -0.24400 0.13358
H 2.96151 0.31915 1.46569
H 3.12168 1.29419 0.14711
*
```

Results of the natural (NBO) charge analysis, in e, for atoms 1 through 8: -0.230 -0.422 -0.352 -0.385 0.109 -0.669 0.242 0.249


No. 2
Entry from OMol25: a 2-piece molecular cluster, C4H12N2 overall (ωB97M-V/def2-TZVPD).

Output
HOMO energy (hartree): -0.65234
Relative energy (zero: lowest compared OMol25 entry of this formula, charge and spin) (kJ/mol): 708.8
HOMO-LUMO gap (eV): 6.340

```
! RIJCOSX wB97M-V def2-TZVPD def2/J DEFGRID3
* xyz 2 1
C 1.01395 -0.18712 -0.36035
C 1.70415 0.41631 0.72133
C 0.51719 0.56528 1.54759
C -0.43847 -0.34137 1.82746
N -1.79358 0.22503 1.46247
N -0.15978 -0.66239 -2.94764
H 1.32639 -0.92635 -1.18157
H 0.40485 0.74960 -0.83521
H 2.43576 -0.39720 1.24565
H 2.41088 1.20793 0.50337
H 0.40080 1.49241 2.08037
H -0.44199 -1.38170 1.85710
H -2.08279 0.26797 0.45494
H -2.63590 -0.35596 1.84538
H -2.00289 1.08827 2.02676
H 0.61806 -1.02849 -3.43078
H -0.95832 -1.09195 -3.37660
H -0.31830 0.35973 -3.44029
*
```

Results of the natural (NBO) charge analysis, in e, for atoms 1 through 8: 0.165 -0.651 -0.078 0.035 -0.749 -1.132 0.327 0.248


No. 3
Entry from OMol25: a 2-piece molecular cluster, C4H12N2O overall (ωB97M-V/def2-TZVPD).

Output
HOMO energy (alpha / beta) (hartree): 0.03841 / -0.15938
Relative energy (zero: lowest compared OMol25 entry of this formula, charge and spin) (kJ/mol): 136.8
HOMO-LUMO gap (alpha / beta) (eV): 2.702 / 8.010

```
! RIJCOSX wB97M-V def2-TZVPD def2/J DEFGRID3
* xyz -1 2
C -0.16043 -1.70207 1.43873
C 1.06932 -0.95905 0.81027
C 0.73554 0.28429 -0.00034
C 1.77342 0.98558 -0.48808
N 1.62520 2.21691 -1.09369
N -1.22440 -1.96265 0.53803
H -0.47778 -1.16499 2.33227
H 0.27396 -2.61978 1.85936
H 1.71327 -0.69095 1.64522
H 1.43105 -1.73952 0.14585
H -0.16715 0.85376 0.21050
H 2.79510 0.67065 -0.30151
H 2.32986 2.85370 -1.39786
H 0.73021 2.67214 -0.98603
H -1.61862 -2.86219 0.38714
H -1.89075 -1.24813 0.30834
H -3.63538 1.19923 -1.46770
H -2.31398 1.64768 -0.73702
O -2.82044 0.87398 -1.05571
*
```

Results of the natural (NBO) charge analysis, in e, for atoms 1 through 8: -0.197 -0.432 -0.352 0.004 -0.882 -0.896 0.152 0.169